19
Properties=species:S:1:pos:R:3:mulliken_charge:R:1 method="wB97M-V/def2-TZVPD" homo_ev=-11.81 e_above_lowest_kcal_mol=74.3 lumo_energy_ev=-3.695 gap_ev=8.11 total_charge=+1 spin_multiplicity=1
C 1.7996 -1.0242 -0.2450 -0.66
C 3.0676 -0.7674 0.1597 -0.22
C 2.1149 1.1156 0.1597 -0.77
C 1.1114 0.2034 -0.1717 0.80
C -1.1008 -0.7642 -0.8053 -0.77
C -0.2334 0.4484 -0.6797 -0.26
C -1.6153 -0.2457 0.5277 -0.35
N -2.7171 0.6804 0.4501 -0.26
O 3.3205 0.4920 0.3947 -0.30
H 1.5224 -1.9949 -0.3356 0.40
H 3.7929 -1.5766 0.3605 0.36
H 2.1248 2.1555 0.2113 0.47
H -1.8450 -0.8426 -1.4802 0.36
H -0.5109 -1.5923 -0.7368 0.24
H -0.5239 1.4531 -0.8935 0.49
H -1.3774 -0.5704 1.5842 0.38
H -2.6063 1.4243 1.2076 0.38
H -3.6469 0.2541 0.7076 0.36
H -2.6772 1.1515 -0.4153 0.34



120
Properties=species:S:1:pos:R:3:mulliken_charge:R:1 method="wB97M-V/def2-TZVPD" homo_ev=-10.56 e_above_lowest_kcal_mol=245.2 lumo_energy_ev=-0.811 gap_ev=9.75 spin_multiplicity=1
H 0.9831 -0.2617 -5.9438 0.30
H 1.3379 -1.6133 -5.3094 0.32
O 0.5478 -1.0590 -5.5357 -0.60
H -1.6850 -5.1483 -1.6164 0.24
H -1.3953 -4.0107 -2.5027 0.59
O -1.9931 -4.7614 -2.4290 -0.67
H 0.2099 4.5865 2.5911 0.39
H 0.8493 5.8108 3.4717 0.30
O 0.2332 5.0927 3.3665 -0.67
H -1.5264 4.5627 4.6278 0.23
H -2.6833 3.5078 4.3707 0.32
O -1.7528 3.7469 4.1448 -0.45
H 4.7829 -0.9190 -4.9876 0.23
H 4.6450 0.0675 -3.6566 0.41
O 4.5352 -0.8101 -4.0865 -0.58
H 2.5035 5.5444 1.0346 0.37
O 1.7706 5.5096 0.3890 -0.65
H 1.7596 -0.9937 -1.0878 -0.12
O 0.9592 -1.3229 -0.7162 0.10
H 0.4465 2.4651 -3.0379 0.17
H 0.7677 1.2979 -2.4223 0.17
O 1.1705 2.1759 -2.4367 -0.38
H -2.6362 0.8070 1.4833 0.08
H -1.5639 -0.3209 1.4618 -0.01
O -2.2910 0.0924 0.9008 -0.47
H -5.8273 1.8138 -0.6725 0.29
H -5.0429 1.4469 0.6543 0.34
O -5.4840 1.0925 -0.1127 -0.66
H -0.0264 -6.2687 -2.0664 0.28
H 1.1535 -5.3484 -2.6895 0.28
O 0.4615 -5.4667 -2.0575 -0.51
H 3.7091 -1.9772 -3.1071 0.37
O 3.8488 -2.8012 -2.6113 -0.54
H 4.1154 -3.7827 1.2364 0.31
H 4.6888 -3.5946 2.6979 0.29
O 4.7225 -3.2837 1.8010 -0.65
H 3.0198 -2.0382 1.8096 0.26
H 1.6962 -1.5462 2.3229 0.22
O 2.1319 -2.4043 2.0924 -0.56
H -0.2166 -1.8139 -3.0373 0.18
H -1.5465 -2.4557 -2.8223 0.31
O -0.6149 -2.6095 -2.6472 -0.68
H 2.4913 -3.1537 4.1322 0.33
H 3.7406 -2.2507 4.1620 0.31
O 3.3977 -3.0968 4.4153 -0.66
H 4.8091 2.7136 -3.0937 0.51
H 4.2311 3.7823 -4.0671 0.28
O 4.8752 3.6540 -3.3072 -0.65
H -2.5642 5.6962 -1.6102 0.29
H -1.4931 6.3924 -0.7367 0.27
O -1.9318 5.5384 -0.8627 -0.54
H -2.6561 4.6119 1.9716 0.33
O -3.4777 4.5865 1.5174 -0.66
H -1.7640 -5.1546 3.3352 0.31
H -1.9673 -6.2511 2.3880 0.29
O -1.2570 -5.8360 2.8840 -0.59
H -5.0400 -3.4546 -0.6127 0.31
O -5.0192 -4.4204 -0.9306 -0.62
H 1.2021 3.0605 1.1360 0.34
H 2.5996 3.6848 0.3209 0.22
O 2.0968 2.9874 0.7287 -0.77
H -2.6281 -0.7386 -3.6228 0.18
H -3.1261 -0.8023 -4.9517 0.30
O -3.2355 -0.1798 -4.1635 -0.51
H -2.4266 -0.4917 6.3815 0.34
H -2.8174 0.4620 5.4479 0.24
O -3.1224 -0.4075 5.7032 -0.58
H -4.8588 1.7935 -2.9735 0.25
H -5.7175 0.9610 -3.7389 0.34
O -5.7670 1.7695 -3.2028 -0.62
H 2.1743 0.1129 0.2988 -0.07
H 2.6932 1.3417 0.5935 0.06
O 3.1342 0.5422 0.2728 0.48
H 3.3218 1.7114 -2.2536 0.33
H 4.7103 1.1619 -1.6539 0.29
O 4.1755 1.2761 -2.4763 -0.92
H 1.0313 0.6086 1.6643 -0.21
H 0.4194 -0.5911 0.7450 -0.18
O 0.3651 -0.1330 1.6233 1.32
H -1.0997 3.3159 2.1964 -0.07
H -0.0188 1.9945 2.7101 0.25
O -0.2293 2.8442 2.1903 -0.31
H -0.7054 -3.6127 -0.3422 0.09
H -0.8556 -3.0078 0.9329 0.27
O -1.2847 -3.7600 0.4697 -0.48
H -3.3280 -3.8740 2.8436 0.27
H -2.4205 -3.4487 1.7449 0.43
O -2.5927 -3.2558 2.7099 -0.69
H 5.0627 -0.0084 1.4597 0.30
O 5.1647 0.8210 1.9298 -0.70
H 4.9389 -1.9159 -0.9203 0.30
H 5.4503 -1.4164 0.3637 0.31
O 5.3163 -1.0547 -0.5534 -0.60
H -3.3487 4.7177 0.5891 0.35
H 1.1844 5.2384 1.1268 0.18
H -4.7226 -4.2008 -1.8365 0.30
H 0.5834 -2.1433 -1.0168 -0.11
H 4.2960 -3.3640 -3.2700 0.21
H 4.3037 1.2230 1.9308 0.27
O -4.3205 -0.3428 -2.0605 -0.47
H -5.1206 -0.6479 -1.6414 0.22
H -4.1387 0.4311 -1.5108 0.28
O 2.7649 -5.7879 0.0944 -0.56
H 2.1627 -6.2226 0.7406 0.30
H 2.2371 -5.9187 -0.6839 0.30
O -4.2641 2.5658 2.9796 -0.59
H -4.1559 1.6162 2.8870 0.35
H -3.5764 2.8760 2.4018 0.33
O -0.7177 -0.9722 4.0827 -0.70
H -1.0129 -1.7242 3.5178 0.21
H -1.3497 -0.2748 3.8342 0.20
O 1.0610 1.0540 3.6170 -0.62
H 0.4652 0.3260 3.8903 0.44
H 1.5836 1.5155 4.2929 0.22
O -2.7096 2.9661 -3.2385 -0.53
H -1.9248 2.6729 -2.7423 0.27
H -2.7866 3.8579 -2.8608 0.24
O -0.6666 5.2546 -4.3261 -0.61
H -0.8643 4.2868 -4.4209 0.31
H 0.0623 5.2568 -3.6986 0.32



11
Properties=species:S:1:pos:R:3:mulliken_charge:R:1 method="wB97M-V/def2-TZVPD" homo_ev=-6.80 e_above_lowest_kcal_mol=94.7 lumo_energy_ev=0.672 smiles="COC(N)=C=O" gap_ev=7.47 spin_multiplicity=1
C 1.2072 -0.5426 1.2570 -0.63
O 0.7352 -0.7239 -0.2374 -0.38
C -0.2692 0.0036 -0.5800 0.83
N -0.8606 0.0576 -1.7471 -0.30
C -0.7983 0.9302 0.6508 -0.52
O -1.7471 1.5931 0.2703 -0.41
H 0.4606 -0.8099 2.0130 0.35
H 2.0143 -1.2625 1.2138 0.24
H 1.5671 0.4629 1.5015 0.35
H -1.6428 0.7313 -1.7324 0.24
H -0.6666 -0.4399 -2.6096 0.23



10
Properties=species:S:1:pos:R:3:mulliken_charge:R:1 method="wB97M-V/def2-TZVPD" homo_ev=-10.58 e_above_lowest_kcal_mol=171.4 lumo_energy_ev=-1.170 gap_ev=9.41 spin_multiplicity=1
C -0.7577 1.5855 -0.5395 0.15
C 1.2019 -0.9782 0.7113 0.25
H -0.4100 1.7754 0.6036 0.25
H -0.6076 -0.4501 -1.3997 0.27
H -0.8414 -1.7029 0.3453 0.33
H 1.9605 -0.0169 0.4150 0.22
N -0.4973 0.1838 -0.5319 -0.01
N -0.0033 -0.4547 0.6584 -0.42
O -1.6125 2.2409 -1.3705 -0.53
O 1.5672 -2.1828 1.1081 -0.51



13
Properties=species:S:1:pos:R:3:mulliken_charge:R:1 method="wB97M-V/def2-TZVPD" homo_ev="-18.74 / -18.12" e_above_lowest_kcal_mol=73.6 lumo_energy_ev="-14.010 / -14.475" gap_ev="4.73 / 3.65" total_charge=+2 spin_multiplicity=1
C -2.9897 -0.3869 0.0653 0.61
C 0.4603 -0.7950 -0.0847 0.12
C 2.3200 0.7497 -0.2526 -0.79
C 1.1562 0.3143 0.3128 0.22
N -2.7545 0.8095 0.1108 -0.43
N -0.1042 -1.7125 -0.5218 0.15
O -2.9121 -1.4996 0.2632 -0.32
H 2.5464 0.1702 -1.1228 0.40
H 3.1097 0.5599 0.5852 0.46
H 2.3931 1.8924 -0.0840 0.41
H -3.3487 1.6349 0.2700 0.32
H 0.7802 0.8718 1.1153 0.42
H -0.6566 -2.6087 -0.6568 0.44



61
Properties=species:S:1:pos:R:3:mulliken_charge:R:1 method="wB97M-V/def2-TZVPD" homo_ev="-15.33 / -15.33" e_above_lowest_kcal_mol=28.8 lumo_energy_ev="-9.661 / -10.215" gap_ev="5.67 / 5.12" total_charge=+2 spin_multiplicity=1
Y 0.3366 -0.1051 -0.0836 1.85
C -2.2721 3.6239 -1.5357 -1.91
C -1.4805 2.5965 -0.8206 0.19
N -1.1628 1.4431 -1.2919 1.18
O -1.5807 1.1091 -2.5344 -0.67
B -2.8426 0.2764 -2.5540 0.50
F -3.2420 0.0662 -3.7989 -0.22
F -3.7352 0.6747 -1.6133 -0.31
O -2.1270 -1.0509 -2.0354 -0.50
N -1.8630 -1.0417 -0.7416 1.16
C -2.7015 -1.5137 0.1215 0.27
C -3.9836 -2.1640 -0.2280 -2.08
C -2.2766 -1.3414 1.5478 0.63
N -1.1287 -0.7802 1.6617 0.62
O -0.6930 -0.4800 2.9120 -0.73
B -0.8292 1.0067 3.2458 0.91
F -0.3192 1.1275 4.4980 -0.31
F -2.1457 1.3700 3.0342 -0.38
O 0.0480 1.8862 2.3715 -0.76
N -0.3371 1.8609 1.0643 0.67
C -1.0165 2.8375 0.5900 0.63
C -1.3951 4.0700 1.3199 -1.83
C -3.1349 -1.7123 2.6998 -1.55
H -2.5330 3.3081 -2.5402 0.39
H -1.7094 4.5588 -1.5800 0.46
H -3.1827 3.8301 -0.9690 0.39
H -4.1299 -2.2269 -1.3017 0.36
H -4.7970 -1.5843 0.2174 0.44
H -4.0273 -3.1632 0.2106 0.53
H -1.0248 4.0283 2.3392 0.37
H -2.4800 4.1816 1.3375 0.37
H -0.9790 4.9434 0.8134 0.47
H -4.0307 -2.2431 2.3953 0.46
H -3.4131 -0.8017 3.2352 0.30
H -2.5606 -2.3249 3.3957 0.36
C 1.5673 -4.3161 -1.5457 -1.37
C 0.6087 -3.4120 -1.0985 -0.11
N 1.1673 -2.2403 -0.7854 0.04
N 2.5016 -2.3776 -1.0265 -0.24
C 2.7533 -3.6174 -1.4826 -0.05
B 3.5091 -1.2535 -0.8487 -0.16
N 3.2137 0.0062 -1.6438 -0.19
C 3.9948 0.5643 -2.5859 -0.03
C 3.3382 1.6520 -3.1195 -1.37
C 2.1245 1.6929 -2.4400 -0.09
N 2.0462 0.7039 -1.5460 -0.18
N 3.4997 -0.8458 0.7401 -0.01
C 4.4577 -0.9155 1.6079 0.18
C 3.9651 -0.4607 2.8726 -1.23
C 2.5938 -0.1214 2.6116 0.02
N 2.3193 -0.3455 1.3663 0.10
H 1.4199 -5.3295 -1.8728 0.44
H -0.4555 -3.5491 -0.9928 0.55
H 3.7590 -3.9085 -1.7358 0.47
H 4.6164 -1.6378 -1.0532 -0.04
H 4.9606 0.1431 -2.8098 0.48
H 3.6858 2.3123 -3.8933 0.44
H 1.3041 2.3834 -2.5534 0.55
H 5.4445 -1.2695 1.3517 0.52
H 4.5037 -0.3901 3.8043 0.45
H 1.8509 0.2667 3.2967 0.58



16
Properties=species:S:1:pos:R:3:mulliken_charge:R:1 method="wB97M-V/def2-TZVPD" homo_ev=-14.46 e_above_lowest_kcal_mol=18.9 lumo_energy_ev=-5.282 smiles="C=[NH+]/C=C/CC" gap_ev=9.17 total_charge=+1 spin_multiplicity=1
C 1.3958 2.1209 -2.1061 -0.08
N 0.8808 1.0224 -1.7242 0.00
C 0.3818 0.8136 -0.4082 0.12
C -0.2927 -0.2691 -0.0404 -0.45
C -0.9343 -0.5143 1.2959 -0.35
C -0.7698 -1.9703 1.6787 -1.21
H 1.4850 2.9423 -1.4063 0.24
H 1.7456 2.2502 -3.1223 0.27
H 0.7381 0.2381 -2.3567 0.31
H 0.5729 1.6274 0.2805 0.29
H -0.4300 -1.0719 -0.7616 0.24
H -0.5822 0.1868 2.0495 0.33
H -1.9917 -0.2663 1.1586 0.28
H -1.2762 -2.2281 2.6140 0.34
H 0.2808 -2.1961 1.8662 0.34
H -1.2038 -2.6855 0.9823 0.34



64
Properties=species:S:1:pos:R:3:mulliken_charge:R:1 method="wB97M-V/def2-TZVPD" homo_ev=-8.90 lumo_energy_ev=-0.656 smiles="C=CC[C@H]1C[C@@](ON=O)([PH2]=S)OS(=O)(=O)[C@H]1CC(N)(N)N.ClCCCl.ClCCCl.ClCCCl" gap_ev=8.25 spin_multiplicity=1
C 0.4321 -1.1694 -0.3706 -0.41
C -0.2104 -0.1103 -0.7786 -0.06
C -0.2510 0.3198 -2.2325 -1.50
C 0.8998 1.3156 -2.5859 0.96
C 1.6964 0.7444 -3.7983 -1.86
C 2.0757 1.7615 -4.8599 0.95
O 2.9504 2.8092 -4.3802 -0.19
N 4.2990 2.5534 -4.6139 0.12
O 4.9419 3.4400 -4.2215 -0.36
P 3.0177 0.7678 -6.2026 0.15
S 1.8791 -0.4268 -7.2142 -0.38
O 0.9553 2.2704 -5.5146 -0.31
S -0.1479 2.9545 -4.5001 1.36
O -0.3581 4.2995 -4.8894 -0.71
O -1.3229 2.1649 -4.6084 -0.71
C 0.4180 2.7873 -2.7987 -0.58
C -0.5976 3.3296 -1.7969 -0.62
C 0.0389 3.8219 -0.4628 0.37
N -1.0308 4.3356 0.3942 -0.80
N 0.7214 2.7238 0.2073 -0.13
N 0.9840 4.9249 -0.6402 -0.54
H 0.7503 -1.9604 -1.0420 0.27
H 0.6671 -1.2327 0.6887 0.06
H -0.7591 0.4793 -0.0557 0.04
H -1.2302 0.7450 -2.4577 0.24
H -0.1877 -0.6046 -2.8152 0.69
H 1.5736 1.2803 -1.7316 0.37
H 1.0901 -0.0061 -4.3116 0.56
H 2.5790 0.2082 -3.4370 0.43
H 3.7165 1.6442 -7.0580 0.12
H 3.9774 0.0403 -5.4630 0.11
H 1.3127 3.4144 -2.7091 0.37
H -1.3987 2.6323 -1.5517 0.25
H -1.0570 4.2198 -2.2402 0.41
H -1.3984 3.5269 0.8936 0.30
H -0.5409 4.9128 1.0754 0.33
H 1.6869 2.6347 -0.0962 0.21
H 0.7567 2.8603 1.2121 -0.08
H 1.8431 4.6347 -1.0865 0.27
H 0.5633 5.7240 -1.1021 0.27
Cl -1.3583 0.9506 2.6720 -0.17
C -0.3277 0.4747 4.0516 -0.37
C 0.3942 1.6525 4.6499 -0.43
Cl 1.6362 2.3051 3.5478 -0.21
H 0.3659 -0.2875 3.7064 0.28
H -0.9815 0.0295 4.7948 0.24
H 0.9083 1.3486 5.5608 0.32
H -0.2936 2.4578 4.8978 0.34
Cl 0.3534 -3.4688 2.7841 -0.15
C -0.3819 -4.2237 4.2233 -0.11
C -1.0749 -3.2118 5.0973 -0.51
Cl 0.0818 -2.1013 5.8811 -0.21
H 0.4009 -4.7503 4.7652 0.37
H -1.1061 -4.9557 3.8663 -0.06
H -1.6182 -3.7172 5.8944 0.36
H -1.7832 -2.6134 4.5269 0.37
Cl -2.8039 -7.4008 1.6974 -0.17
C -3.5536 -8.1700 3.1180 -0.47
C -4.2599 -7.1694 3.9967 -0.49
Cl -3.1144 -6.0665 4.8048 -0.17
H -2.7763 -8.7006 3.6633 0.31
H -4.2704 -8.9001 2.7446 0.33
H -4.8088 -7.6882 4.7813 0.32
H -4.9637 -6.5651 3.4294 0.32